Entry from OMol25: a gas-phase ion, C3H5N4 (charge +1) (ωB97M-V/def2-TZVPD).

Last columns: bonded neighbours and bond lengths (Å).
Atoms and positions in Å:
1 C 0.065 -1.842 0.053  N4 1.168, H8 1.112
2 C 0.908 1.171 -0.133  N5 1.290, N7 1.474, H9 1.119
3 C -1.490 0.250 0.084  N7 1.346, H10 1.049, H11 1.080
4 N 1.010 -1.368 0.550  C1 1.168, N6 1.236
5 N 1.845 0.589 0.537  C2 1.290, N6 1.260
6 N 1.861 -0.587 0.989  N4 1.236, N5 1.260
7 N -0.486 0.902 -0.530  C2 1.474, C3 1.346, H12 0.992
8 H -0.452 -2.767 -0.283  C1 1.112
9 H 1.167 2.183 -0.534  C2 1.119
10 H -2.305 -0.005 -0.526  C3 1.049
11 H -1.385 0.070 1.143  C3 1.080
12 H -0.736 1.404 -1.349  N7 0.992

Energy relative to the best compared isomer or geometry (same formula, charge and spin): 571.3 kJ/mol
Highest occupied orbital energy (alpha / beta): -13.71 / -13.71 eV
Total charge: +1
Max |F|: 3.8 eV/Å
LUMO energy (alpha / beta): -5.98 / -5.98 eV
HOMO-LUMO gap (alpha / beta): 0.2840 / 0.2841 hartree

natural (NBO) population analysis, charges in e, atoms 1 to 6: 0.125, 0.111, 0.006, -0.025, -0.147, -0.063